{
  "formula": "C45H87N13O15",
  "method": "wB97M-V/def2-TZVPD",
  "total_energy_ev": -98151.33032,
  "e_lumo_ev": [0.89, 0.89],
  "charge": -1,
  "mol_weight_g_mol": 1050.3,
  "s2": 0.77,
  "orbital_gap_ev": [1.905, 5.470],
  "multiplicity": 2,
  "species": ["C", "O", "N", "C", "C", "H", "H", "H", "H", "H", "H", "H", "C", "O", "N", "C", "C", "H", "H", "H", "H", "H", "H", "H", "C", "O", "N", "C", "C", "H", "H", "H", "H", "H", "H", "H", "C", "O", "N", "C", "C", "H", "H", "H", "H", "H", "H", "H", "C", "O", "N", "C", "C", "H", "H", "H", "H", "H", "H", "H", "C", "O", "N", "C", "C", "H", "H", "H", "H", "H", "H", "H", "C", "O", "N", "C", "C", "H", "H", "H", "H", "H", "H", "H", "C", "O", "N", "C", "C", "H", "H", "H", "H", "H", "H", "H", "C", "O", "N", "C", "C", "H", "H", "H", "H", "H", "H", "H", "C", "O", "N", "C", "C", "H", "H", "H", "H", "H", "H", "H", "C", "O", "N", "C", "C", "H", "H", "H", "H", "H", "H", "H", "C", "C", "C", "C", "C", "C", "N", "O", "O", "H", "H", "H", "H", "H", "C", "C", "C", "C", "C", "C", "N", "O", "O", "H", "H", "H", "H", "H"],
  "coordinates": [[-3.8806, -4.2448, 4.8764], [-3.1173, -4.6084, 5.7110], [-3.5857, -3.2885, 3.9695], [-4.5708, -2.9829, 2.9169], [-2.5436, -2.2470, 4.0933], [-4.8752, -4.6849, 4.7054], [-5.1232, -2.0497, 3.0271], [-5.1258, -3.8880, 2.6701], [-3.9831, -2.6536, 2.0600], [-2.9597, -1.2457, 4.2049], [-1.7747, -2.4176, 4.8469], [-1.9889, -2.1498, 3.1600], [-5.4957, 0.6594, -1.8217], [-6.2385, -0.1703, -2.3376], [-4.2134, 0.5012, -1.7814], [-3.3471, 1.5366, -1.2290], [-3.6470, -0.8769, -1.9852], [-5.8173, 1.6148, -1.3791], [-2.5101, 1.7326, -1.8992], [-2.8979, 1.2571, -0.2760], [-3.7992, 2.5190, -1.0927], [-3.8267, -1.4439, -1.0718], [-4.0722, -1.4923, -2.7780], [-2.5653, -0.8090, -2.1016], [4.1623, 3.7078, 0.3801], [3.2611, 3.0020, 0.9129], [4.9972, 4.5934, 0.9688], [6.0878, 5.2589, 0.2716], [4.9156, 4.6710, 2.4085], [4.3641, 3.7789, -0.6999], [6.0520, 6.3400, 0.4055], [6.0195, 5.1670, -0.8123], [7.0353, 4.8700, 0.6445], [4.0226, 4.3328, 2.9342], [5.8366, 4.4247, 2.9369], [4.7594, 5.6994, 2.7344], [-0.3345, 3.9743, -0.1961], [-1.1624, 3.2462, 0.3177], [-0.7046, 4.9885, -1.0539], [0.2941, 5.9710, -1.4093], [-2.0924, 5.2694, -1.4822], [0.7355, 4.0619, 0.0482], [1.3312, 5.7484, -1.1585], [-0.0057, 6.9212, -0.9673], [0.4492, 5.9738, -2.4882], [-2.4608, 6.2223, -1.1022], [-1.9868, 5.4769, -2.5470], [-2.8507, 4.5689, -1.1324], [1.2913, -3.2564, 3.4236], [1.6222, -2.1158, 3.3700], [0.8321, -3.9368, 4.4730], [0.3566, -5.3732, 4.2861], [0.5399, -3.2795, 5.6534], [1.2396, -3.9180, 2.5451], [0.7147, -5.7804, 3.3406], [-0.7333, -5.3898, 4.2917], [0.6575, -5.9871, 5.1351], [0.9746, -3.8494, 6.4746], [0.9126, -2.2593, 5.7452], [-0.5150, -3.2632, 5.9272], [3.5414, -1.0884, -4.6013], [4.4264, -0.9399, -5.4487], [3.1416, -2.3334, -4.1959], [2.1265, -2.4046, -3.1605], [3.6703, -3.5529, -4.7057], [3.0981, -0.2759, -4.0049], [1.1394, -2.7357, -3.4830], [1.8255, -1.5248, -2.5918], [2.3615, -3.2158, -2.4714], [4.1891, -4.1622, -3.9657], [2.8594, -4.1612, -5.1066], [4.4323, -3.4252, -5.4745], [1.3937, 2.2335, 4.0416], [0.5603, 2.7919, 3.2844], [1.1055, 1.1976, 4.8898], [2.1205, 0.5371, 5.7270], [-0.0902, 0.4380, 4.9566], [2.4473, 2.5459, 4.1102], [2.8108, 1.3049, 6.0764], [2.5704, -0.2680, 5.1460], [1.6649, -0.0602, 6.5168], [0.2848, -0.4510, 4.4494], [-0.4211, 0.0723, 5.9286], [-0.9253, 0.9856, 4.5198], [-4.8617, 1.0384, 3.3198], [-5.7585, 0.1775, 3.2922], [-4.8829, 2.0614, 2.4783], [-3.6125, 2.8445, 2.4170], [-5.9027, 2.3297, 1.4775], [-3.9751, 0.9346, 3.9642], [-2.8859, 2.1987, 1.9240], [-3.3128, 3.1338, 3.4243], [-3.7672, 3.7441, 1.8213], [-6.7414, 1.6336, 1.4938], [-6.2574, 3.3507, 1.6176], [-5.2884, 2.0965, 0.6078], [-0.6314, -4.6321, -0.9045], [-0.6013, -4.3282, -2.1032], [-1.7311, -4.5872, -0.0953], [-1.4701, -4.6852, 1.3097], [-2.9766, -3.9934, -0.5308], [0.2445, -4.9186, -0.3020], [-0.4264, -4.9198, 1.5191], [-2.0463, -5.4607, 1.8143], [-1.7730, -3.7353, 1.7503], [-3.7598, -4.6244, -0.1107], [-3.1329, -2.9942, -0.1243], [-3.1165, -3.8792, -1.6057], [0.3784, 0.6563, -1.1200], [0.1701, 0.2453, -2.2424], [0.1165, -0.1180, -0.0244], [0.2506, 0.4788, 1.3272], [-0.4320, -1.4779, -0.0948], [0.7068, 1.6866, -0.9132], [0.8338, -0.1876, 1.9628], [-0.7156, 0.4289, 1.8293], [0.7536, 1.4456, 1.3072], [-1.5029, -1.3643, -0.2628], [0.0846, -1.9535, -0.9285], [-0.2622, -2.0226, 0.8340], [6.1202, -1.4079, 2.5396], [7.2889, -1.5303, 2.8677], [5.4143, -0.3030, 2.6887], [4.0216, -0.3700, 2.2815], [5.8571, 0.9305, 3.2487], [5.5556, -2.1997, 2.0234], [3.4552, 0.0292, 3.1229], [3.6483, -1.3481, 1.9783], [3.9200, 0.2502, 1.3909], [5.2057, 1.0332, 4.1166], [6.8718, 0.8759, 3.6430], [5.8151, 1.7314, 2.5105], [-1.4635, -0.9809, -5.2207], [-1.5176, -2.2152, -4.5531], [-2.5925, -3.0609, -4.7688], [-3.5186, -2.6670, -5.7951], [-3.3336, -1.4149, -6.4838], [-2.3407, -0.5744, -6.2226], [-4.6038, -3.5891, -6.2242], [-5.6369, -3.0569, -6.6328], [-4.5160, -4.7867, -5.8872], [-0.7329, -0.2558, -4.8938], [-0.8190, -2.3493, -3.7404], [-2.6270, -3.9798, -4.2024], [-4.0351, -1.1304, -7.2542], [-2.1389, 0.4258, -6.5765], [2.4110, 2.0797, -7.0631], [3.5463, 2.8209, -6.7601], [3.6856, 3.3998, -5.5172], [2.6658, 3.3291, -4.5746], [1.4756, 2.6550, -4.9648], [1.3272, 1.9932, -6.1704], [2.8362, 4.0431, -3.2944], [3.4234, 5.1285, -3.2918], [2.4326, 3.4551, -2.2964], [2.2517, 1.6605, -8.0456], [4.3201, 2.9076, -7.5085], [4.6102, 3.9373, -5.3668], [0.5759, 2.5800, -4.3722], [0.4344, 1.4172, -6.3643]],
  "mulliken_charge": [0.02, -0.54, 0.40, -0.75, 0.04, 0.35, 0.30, 0.42, -0.01, 0.16, -0.37, -0.03, 0.07, -0.63, 0.28, -0.68, -0.92, 0.34, 0.26, 0.12, 0.29, 0.25, 0.33, 0.16, 0.30, -0.44, 0.20, -0.87, -0.86, 0.03, 0.32, 0.27, 0.32, -0.03, 0.39, 0.42, 0.23, -0.28, 0.35, -1.10, -0.78, 0.00, 0.22, 0.37, 0.35, 0.33, 0.36, 0.01, 0.00, -0.50, 0.22, -0.77, -1.05, 0.24, 0.35, 0.14, 0.36, 0.45, 0.23, 0.32, 0.32, -0.70, 0.26, -0.70, -0.99, 0.24, 0.41, -0.27, 0.36, 0.31, 0.33, 0.34, 0.22, -0.56, 0.34, -1.06, -0.78, 0.09, 0.38, 0.25, 0.35, 0.03, 0.37, 0.36, 0.15, -0.69, 0.14, -1.02, -0.77, 0.33, 0.31, 0.41, 0.28, 0.35, 0.28, 0.15, -0.08, -0.48, 0.21, 0.00, 0.01, 0.35, -0.08, 0.36, -0.30, 0.41, -0.44, 0.10, 0.32, -0.30, 0.79, 0.11, -0.17, -0.19, -0.12, -0.02, -0.09, 0.33, -0.11, -0.38, 0.24, -0.63, 0.11, -0.42, -0.83, 0.34, -0.26, 0.23, 0.33, 0.26, 0.34, 0.21, 0.15, 0.21, -0.30, -0.26, -0.43, -0.91, 0.80, -0.75, -0.77, 0.27, -0.31, 0.59, 0.37, 0.37, -0.28, -0.85, -0.19, 0.02, 0.27, -0.58, 0.81, -0.59, -0.26, 0.41, 0.36, 0.42, 0.23, 0.28]
}

---

{
  "formula": "C45H89Li4O18P",
  "method": "wB97M-V/def2-TZVPD",
  "total_energy_ev": -95076.19091,
  "e_lumo_ev": -0.62,
  "mol_weight_g_mol": 976.9,
  "orbital_gap_ev": 6.621,
  "species": ["Li", "Li", "Li", "Li", "P", "O", "O", "O", "O", "O", "C", "O", "O", "H", "C", "C", "C", "O", "C", "H", "H", "H", "H", "H", "H", "H", "H", "C", "C", "C", "O", "C", "H", "H", "H", "H", "H", "H", "H", "H", "C", "C", "C", "O", "C", "H", "H", "H", "H", "H", "H", "H", "H", "C", "C", "C", "O", "C", "H", "H", "H", "H", "H", "H", "H", "H", "C", "C", "C", "O", "C", "H", "H", "H", "H", "H", "H", "H", "H", "C", "C", "C", "O", "C", "H", "H", "H", "H", "H", "H", "H", "H", "C", "C", "C", "O", "C", "H", "H", "H", "H", "H", "H", "H", "H", "C", "C", "C", "O", "C", "H", "H", "H", "H", "H", "H", "H", "H", "C", "C", "C", "O", "C", "H", "H", "H", "H", "H", "H", "H", "H", "C", "C", "C", "O", "C", "H", "H", "H", "H", "H", "H", "H", "H", "C", "C", "C", "O", "C", "H", "H", "H", "H", "H", "H", "H", "H"],
  "coordinates": [[1.7342, -0.5867, -1.4464], [-0.7752, -2.5713, -3.1360], [-0.6529, 1.0092, -2.4995], [1.7688, -3.7401, -3.1880], [0.7861, -0.6740, -3.6871], [1.1924, -0.8225, -5.1422], [1.0945, -1.9646, -2.8478], [-0.8061, -0.6718, -3.7201], [1.0915, 0.5538, -2.8118], [-1.4547, -0.3918, 1.3964], [-0.6819, -0.2322, 0.3441], [-1.1430, 0.6257, -0.4564], [0.4624, -0.6700, 0.1632], [-2.0849, 0.2972, 1.1732], [2.2274, 4.1080, -0.9996], [3.2942, 4.4301, -2.0711], [3.3304, 5.9358, -2.2017], [2.4501, 6.3651, -1.1757], [1.4539, 5.4003, -1.0299], [2.5605, 3.8904, 0.0152], [1.5643, 3.2858, -1.2690], [3.0575, 4.0374, -3.0600], [4.2145, 4.0258, -1.6494], [3.0061, 6.1767, -3.2140], [4.3228, 6.3154, -1.9585], [0.6484, 5.5181, -1.7547], [1.1722, 5.7003, -0.0205], [4.7693, -1.9371, -5.2156], [4.9895, -3.4247, -5.5720], [4.6666, -4.1173, -4.2226], [3.9608, -3.1331, -3.4414], [4.5189, -1.9135, -3.6789], [3.8186, -1.5626, -5.5950], [5.5944, -1.2530, -5.4139], [6.0170, -3.6908, -5.8201], [4.2758, -3.7733, -6.3185], [5.5830, -4.5288, -3.7993], [3.9428, -4.9057, -4.4290], [5.3694, -1.7420, -3.0190], [3.8355, -1.0987, -3.4398], [2.4845, -6.7167, -0.3340], [1.9671, -5.7176, 0.6694], [1.4612, -4.5486, -0.1186], [2.0378, -4.7002, -1.3674], [3.0236, -5.7361, -1.3310], [1.7569, -7.3911, -0.7855], [3.2139, -7.3806, 0.1302], [2.7450, -5.5046, 1.4025], [1.1554, -6.1666, 1.2420], [1.8433, -3.6713, 0.4034], [0.3887, -4.5541, -0.3130], [3.9841, -5.3246, -1.0209], [3.1054, -6.0933, -2.3576], [-0.1948, 2.9122, 4.6900], [-0.2766, 2.0818, 3.4279], [-0.4276, 2.9940, 2.2784], [-0.7229, 4.2374, 2.9277], [-1.0615, 4.0237, 4.3112], [0.8707, 3.0545, 4.8705], [-0.4967, 2.3236, 5.5563], [-1.0838, 1.3677, 3.5908], [0.6017, 1.4753, 3.2069], [-1.2282, 2.6769, 1.6102], [0.5304, 3.0250, 1.7595], [-2.1077, 3.7518, 4.4516], [-0.9535, 4.9189, 4.9236], [2.7890, -2.5466, 4.0090], [1.5399, -2.0951, 3.2879], [0.3884, -2.0015, 4.3245], [0.9619, -2.6701, 5.4909], [2.1796, -3.3506, 5.2209], [3.3230, -1.6725, 4.3817], [3.4246, -3.1870, 3.3975], [1.1613, -2.7781, 2.5274], [1.6462, -1.2072, 2.6647], [-0.5415, -2.2774, 3.8272], [0.4247, -0.9429, 4.5817], [1.8090, -4.3636, 5.0640], [2.8193, -3.4794, 6.0940], [-0.5196, 3.7489, -3.6153], [-0.9507, 2.8635, -4.8049], [-2.3371, 2.4500, -4.4517], [-2.2595, 2.4166, -3.0779], [-1.5689, 3.5977, -2.5923], [-0.3543, 4.7590, -3.9901], [0.4491, 3.5234, -3.1694], [-0.3639, 1.9851, -5.0737], [-1.1149, 3.5081, -5.6683], [-2.4873, 1.4804, -4.9265], [-3.1364, 3.0904, -4.8247], [-1.2658, 3.5280, -1.5476], [-2.3341, 4.3736, -2.6178], [4.8823, -0.2622, 1.2017], [3.9192, 0.9261, 1.1086], [3.7266, 1.0116, -0.4251], [3.5738, -0.3699, -0.6511], [4.2032, -1.2481, 0.3270], [4.9084, -0.6236, 2.2297], [5.9393, -0.1095, 0.9834], [4.4539, 1.7854, 1.5134], [2.9995, 0.8774, 1.6915], [4.6314, 1.3109, -0.9541], [2.8175, 1.5092, -0.7629], [5.0205, -1.8154, -0.1183], [3.4573, -1.8109, 0.8883], [-2.8071, 7.2092, 0.7952], [-2.0625, 8.1871, -0.0692], [-1.5166, 7.3926, -1.2595], [-1.7049, 6.0610, -0.7466], [-1.9269, 5.9918, 0.5841], [-3.7899, 6.9969, 0.3742], [-2.7633, 7.5630, 1.8252], [-1.1673, 8.4845, 0.4768], [-2.6697, 9.0707, -0.2659], [-0.4592, 7.5992, -1.4244], [-2.0362, 7.6492, -2.1827], [-0.9753, 5.9902, 1.1156], [-2.4979, 5.1095, 0.8732], [-1.5983, -5.0134, 3.7715], [-1.7284, -6.4492, 3.3645], [-2.7634, -6.3880, 2.1736], [-3.4556, -5.1821, 2.3289], [-2.4558, -4.2316, 2.7507], [-0.5893, -4.6040, 3.8198], [-1.9874, -4.9016, 4.7835], [-2.2154, -7.0518, 4.1312], [-0.8013, -6.9534, 3.0920], [-3.4818, -7.1959, 2.3123], [-2.2557, -6.4640, 1.2121], [-2.9998, -3.3951, 3.1892], [-1.9363, -3.8704, 1.8631], [-4.7628, -1.8385, -1.5463], [-4.2934, -2.7918, -0.4585], [-3.0321, -3.4542, -1.0126], [-2.7393, -2.8703, -2.3057], [-3.4680, -1.5913, -2.3794], [-5.2852, -0.9491, -1.1939], [-5.5194, -2.3158, -2.1691], [-5.0133, -3.4121, 0.0755], [-3.9484, -2.1572, 0.3578], [-3.1042, -4.5418, -1.0083], [-2.2561, -3.2360, -0.2788], [-3.7116, -1.1763, -3.3574], [-2.7821, -0.8221, -2.0246], [-4.9709, 0.8648, 1.3824], [-4.5417, 1.1388, 2.8340], [-5.9300, 1.2575, 3.4868], [-6.6849, 2.0176, 2.5323], [-6.3325, 1.6108, 1.2095], [-4.9453, -0.2097, 1.2007], [-4.1360, 1.3216, 0.8510], [-4.1528, 2.1397, 3.0213], [-3.8818, 0.3933, 3.2778], [-5.9007, 1.8594, 4.3951], [-6.5542, 0.3834, 3.6723], [-6.3505, 2.3882, 0.4457], [-7.0644, 0.8462, 0.9494]],
  "mulliken_charge": [0.82, 0.61, 0.94, 0.83, -0.62, -0.92, 0.34, -0.83, -0.68, 0.49, 0.19, -0.78, -0.48, -0.53, 0.82, -0.59, -0.59, -0.56, 0.67, 0.59, -0.67, 0.14, 0.35, 0.29, 0.36, -0.44, -0.38, -0.46, -0.66, -0.36, -0.15, 0.06, 0.18, 0.40, 0.27, 0.28, 0.30, 0.27, 0.16, -0.31, -0.78, -0.12, 0.77, -0.24, -0.50, 0.26, 0.42, 0.21, 0.06, -0.70, 0.10, 0.21, 0.33, -0.77, 0.68, 0.68, -0.42, -0.54, 0.30, 0.39, -0.16, -0.40, -0.02, -0.25, 0.21, 0.42, -0.31, 1.16, -0.08, -0.56, -0.62, 0.28, 0.29, -0.68, -0.32, -0.03, 0.28, 0.22, 0.32, 0.21, -0.60, -0.51, -0.36, -0.07, 0.60, -0.47, 0.21, 0.35, 0.27, 0.44, -0.22, 0.23, -0.81, -0.06, 0.92, 0.08, 0.41, 0.37, 0.30, 0.48, -0.28, 0.21, -1.04, 0.22, -0.53, -0.62, -0.88, -0.46, 0.14, -0.19, 0.35, 0.32, 0.26, 0.39, 0.27, 0.32, 0.15, 0.06, 0.38, -0.64, -0.46, -0.47, 0.02, -0.36, 0.34, 0.21, 0.37, 0.45, 0.12, 0.32, -0.23, -0.69, 0.16, 0.06, -0.47, 0.18, 0.28, 0.33, 0.55, -0.37, 0.33, -0.40, 0.50, -0.34, 0.44, -0.12, -0.59, -0.48, -0.51, -0.08, -0.18, -0.09, 0.23, 0.36, 0.29, 0.36, 0.27]
}